# 1
ORCA calculation (ωB97M-V/def2-TZVPD) on 2 unconnected molecules or ions with the total composition CHN3S at a distorted geometry.

Geometry as XYZ:
```
6
CHN3S (ωB97M-V/def2-TZVPD)
C -0.031 0.702 -0.643
N -1.065 0.290 -0.435
N -0.713 -1.691 1.097
N -1.331 -2.550 0.802
S 1.552 1.241 -0.950
H 1.588 2.007 0.129
```

Values from the calculation:
ΔE to the lowest compared entry with this formula, charge and spin (kJ/mol): 6.6
HOMO (hartree): -0.385
Orbital gap (eV): 10.9
SMILES string: N#CS.N#N
Max |F| (eV Å⁻¹): 2.43
Multiplicity: 1

And the natural (NBO) charges, in e, turn out to be: C 0.060; N -0.309; N 0.000; N -0.005; S 0.095; H 0.158

---

# 2
ORCA calculation (ωB97M-V/def2-TZVPD) on a molecular structure, C8H7NO at a distorted geometry.

Geometry as XYZ:
```
17
C8H7NO (ωB97M-V/def2-TZVPD)
O -0.834 -1.471 -1.121
C -0.349 -1.525 0.032
N 0.113 -1.576 1.132
C -2.650 -1.300 -1.378
C -2.910 0.011 -0.830
C -3.806 0.365 0.133
C -4.634 -0.442 0.942
C -4.761 -1.810 0.932
C -4.094 -2.743 0.111
C -3.151 -2.548 -0.850
H -2.486 -1.306 -2.459
H -2.312 0.807 -1.284
H -3.877 1.439 0.336
H -5.219 0.098 1.695
H -5.432 -2.242 1.681
H -4.360 -3.786 0.301
H -2.710 -3.433 -1.317
```

Values from the calculation:
ΔE to the lowest compared entry with this formula, charge and spin (kJ/mol): 214.9
HOMO (hartree): -0.328
Orbital gap (eV): 7.9
Max |F| (eV Å⁻¹): 3.60
Multiplicity: 1

And the natural (NBO) charges, in e, turn out to be: O -0.622; C 0.554; N -0.526; C 0.067; C -0.187; C -0.165; C -0.181; C -0.203; C -0.102; C -0.213; H 0.226; H 0.235; H 0.225; H 0.223; H 0.222; H 0.215; H 0.235

---

# 3
ORCA calculation (ωB97M-V/def2-TZVPD) on a molecular structure, C25H20BrCl5F5N2O4TeV.

Geometry as XYZ:
```
64
C25H20BrCl5F5N2O4TeV (ωB97M-V/def2-TZVPD)
V 0.318 -0.229 0.038
O -3.615 0.791 -0.669
C -4.310 -0.175 -0.042
C -5.702 -0.156 -0.135
C -6.463 -1.109 0.519
C -5.851 -2.104 1.272
C -4.466 -2.124 1.356
C -3.682 -1.177 0.714
C -2.176 -1.204 0.869
O -1.534 -0.663 -0.243
N -1.823 -0.452 2.077
N -0.432 -0.151 1.943
C 0.144 0.222 3.090
C 1.496 0.516 3.174
Br 2.405 0.544 1.477
C 2.262 0.862 4.278
C 1.932 0.752 5.671
C 0.896 -0.049 6.194
C 0.649 -0.108 7.556
C 1.415 0.618 8.459
C 2.461 1.397 7.967
C 2.715 1.459 6.612
H -2.654 0.533 -0.606
H -6.162 0.625 -0.728
H -7.544 -1.077 0.438
H -6.443 -2.853 1.782
H -3.966 -2.892 1.936
H -1.842 -2.241 1.025
H -2.338 0.429 2.031
H -0.487 0.291 3.969
H 3.240 1.279 4.062
H 0.312 -0.669 5.529
H -0.153 -0.743 7.917
H 1.212 0.571 9.522
H 3.082 1.964 8.653
H 3.529 2.072 6.244
Cl 1.734 -2.640 2.277
C 1.346 -3.218 0.685
C 0.815 -2.345 -0.265
C 0.545 -2.921 -1.511
Cl -0.191 -1.974 -2.763
C 0.804 -4.260 -1.807
Cl 0.453 -4.920 -3.370
C 1.354 -5.084 -0.833
Cl 1.695 -6.746 -1.183
C 1.624 -4.562 0.423
Cl 2.305 -5.591 1.638
F 1.719 3.634 0.558
Te 1.932 2.883 -1.298
F 3.656 1.021 -0.716
F 2.112 4.745 -1.790
F -0.551 4.429 -1.027
F 1.682 2.651 -3.260
O 0.850 0.559 -1.244
C -1.113 3.098 1.062
O -0.755 2.361 -0.103
C -0.280 3.083 -1.212
C -1.005 2.630 -2.450
H -0.280 3.702 1.414
H -1.356 2.346 1.810
H -1.990 3.720 0.875
H -0.660 3.203 -3.306
H -2.074 2.780 -2.283
H -0.806 1.576 -2.627
```

Values from the calculation:
ΔE to the lowest compared entry with this formula, charge and spin (kJ/mol): 132.8
HOMO (spin up / spin down) (hartree): -0.050 / -0.112
Total charge: -2
Orbital gap (spin up / spin down) (eV): 5.2 / 6.9
Max |F| (eV Å⁻¹): 0.85
Multiplicity: 3

And the natural (NBO) charges, in e, turn out to be: V 1.458; O -0.694; C 0.339; C -0.284; C -0.204; C -0.297; C -0.114; C -0.141; C 0.226; O -0.845; N -0.474; N -0.524; C -0.026; C -0.173; Br 0.314; C -0.275; C -0.063; C -0.180; C -0.228; C -0.275; C -0.223; C -0.207; H 0.517; H 0.211; H 0.195; H 0.196; H 0.200; H 0.160; H 0.334; H 0.199; H 0.207; H 0.205; H 0.197; H 0.193; H 0.195; H 0.201; Cl 0.027; C 0.039; C -0.386; C -0.051; Cl 0.063; C -0.082; Cl 0.012; C -0.088; Cl 0.011; C -0.127; Cl 0.011; F -0.739; Te 2.338; F -0.878; F -0.683; F -0.380; F -0.726; O -0.804; C -0.243; O -0.593; C 0.384; C -0.680; H 0.222; H 0.175; H 0.168; H 0.234; H 0.209; H 0.250

---

# 4
ORCA calculation (ωB97M-V/def2-TZVPD) on 14 unconnected molecules or ions with the total composition C5H40N2O13 at a distorted geometry.

Geometry as XYZ:
```
60
C5H40N2O13 (ωB97M-V/def2-TZVPD)
C 0.797 0.728 1.998
N 1.164 0.569 0.584
C 0.343 -0.490 -0.040
C 0.728 -0.917 -1.509
C -0.053 -0.447 -2.744
N -1.492 -0.753 -2.529
C 1.969 0.204 2.876
H -0.173 0.251 2.243
H 0.631 1.805 2.420
H 0.967 1.431 0.091
H 0.523 -1.399 0.643
H -0.721 -0.301 -0.111
H 1.862 -0.743 -1.666
H 0.872 -1.951 -1.274
H 0.289 0.630 -2.909
H 0.322 -1.015 -3.631
H -1.971 -0.230 -1.815
H -2.047 -0.887 -3.404
H 2.837 0.842 3.033
H 1.635 -0.130 3.847
H 2.421 -0.685 2.326
H -3.580 0.530 0.172
H -2.646 0.189 1.400
O -2.712 0.717 0.550
H -2.291 3.573 0.495
H -2.413 2.819 1.888
O -2.164 3.613 1.444
H 3.478 -1.133 0.343
H 4.507 -2.130 0.670
O 3.575 -1.982 0.774
H -1.910 1.910 -0.508
H -0.734 2.496 -1.162
O -1.670 2.694 -1.075
H 3.412 0.091 -1.600
H 2.901 0.699 -0.292
O 3.674 0.342 -0.727
H -0.502 -3.852 1.149
H -0.893 -2.679 0.165
O -1.215 -3.192 0.929
H -3.583 -2.168 -1.344
H -3.387 -2.781 0.067
O -3.820 -2.094 -0.449
H 2.113 2.853 -2.581
H 3.517 2.153 -2.503
O 2.659 2.167 -2.969
H 0.253 4.064 -1.369
H 1.172 3.657 -0.187
O 1.117 3.665 -1.207
H -2.026 -1.651 2.271
H -3.184 -1.229 3.178
O -2.463 -0.883 2.680
H 2.204 -3.230 1.073
H 1.879 -3.689 2.496
O 1.812 -3.904 1.601
H -1.307 -4.129 -1.460
H -1.580 -2.962 -2.358
O -2.011 -3.775 -1.971
H -0.621 3.645 1.299
H 0.614 4.393 1.727
O 0.405 3.549 1.299
```

Values from the calculation:
ΔE to the lowest compared entry with this formula, charge and spin (kJ/mol): 267.1
HOMO (hartree): -0.347
Orbital gap (eV): 9.6
Max |F| (eV Å⁻¹): 3.51
Multiplicity: 1

And the natural (NBO) charges, in e, turn out to be: C -0.256; N -0.684; C -0.241; C -0.441; C -0.235; N -0.907; C -0.633; H 0.185; H 0.239; H 0.370; H 0.191; H 0.195; H 0.199; H 0.208; H 0.199; H 0.210; H 0.386; H 0.383; H 0.207; H 0.203; H 0.217; H 0.497; H 0.521; O -1.028; H 0.514; H 0.499; O -0.952; H 0.501; H 0.479; O -0.989; H 0.501; H 0.476; O -0.993; H 0.476; H 0.503; O -0.974; H 0.512; H 0.484; O -0.994; H 0.481; H 0.492; O -0.974; H 0.502; H 0.475; O -0.987; H 0.476; H 0.515; O -1.014; H 0.515; H 0.487; O -0.963; H 0.502; H 0.471; O -0.979; H 0.464; H 0.485; O -0.961; H 0.504; H 0.478; O -1.005

---

# 5
ORCA calculation (ωB97M-V/def2-TZVPD) on C7H9NO2 in the gas phase at a distorted geometry.

Geometry as XYZ:
```
19
C7H9NO2 (ωB97M-V/def2-TZVPD)
C -0.439 -0.137 1.324
C 0.680 -0.890 0.713
C -0.234 1.313 -0.626
C 0.184 0.129 -1.458
C -1.104 1.240 2.038
C -1.219 0.931 0.563
C 0.939 -0.955 -0.649
N 1.738 -1.972 -1.295
O 1.700 -2.139 -2.522
O 2.447 -2.676 -0.582
H -1.090 -0.816 1.743
H 1.102 -1.780 1.417
H 0.546 1.859 -0.102
H -0.816 2.046 -1.221
H -0.645 -0.382 -1.832
H 0.787 0.268 -2.435
H -1.986 1.148 2.594
H -0.440 2.149 2.220
H -2.151 0.664 0.110
```

Values from the calculation:
ΔE to the lowest compared entry with this formula, charge and spin (kJ/mol): 571.7
HOMO (spin up / spin down) (hartree): -0.244 / -0.362
Orbital gap (spin up / spin down) (eV): 7.2 / 6.7
Max |F| (eV Å⁻¹): 7.15
Multiplicity: 3

And the natural (NBO) charges, in e, turn out to be: C -0.268; C -0.183; C -0.406; C -0.491; C -0.329; C -0.232; C 0.279; N 0.400; O -0.460; O -0.422; H 0.226; H 0.248; H 0.217; H 0.231; H 0.247; H 0.279; H 0.230; H 0.228; H 0.208

---

# 6
ORCA calculation (ωB97M-V/def2-TZVPD) on C23H30N4O3 in the gas phase.

Geometry as XYZ:
```
60
C23H30N4O3 (ωB97M-V/def2-TZVPD)
C -1.803 -6.510 0.063
H -2.395 -7.413 -0.076
O -2.310 -5.884 1.217
C -1.543 -4.808 1.692
H -1.935 -4.590 2.689
C -1.647 -3.540 0.823
N -0.890 -2.458 1.400
C -1.472 -1.448 2.056
O -2.656 -1.220 2.136
N -0.565 -0.561 2.699
C 0.796 -0.607 2.753
O 1.457 -1.490 2.238
C 1.444 0.550 3.514
N 1.694 1.759 2.761
C 2.485 1.612 1.556
C 1.641 1.326 0.310
N 0.677 2.398 0.138
C -0.217 2.443 1.278
C 0.606 2.688 2.550
H -0.046 2.691 3.426
H 1.063 3.680 2.462
H -0.910 3.279 1.147
H -0.812 1.518 1.366
C -0.027 2.390 -1.147
C -0.778 1.095 -1.384
C -2.118 0.999 -1.025
C -2.810 -0.190 -1.172
C -2.169 -1.304 -1.683
C -0.831 -1.224 -2.033
C -0.139 -0.036 -1.881
H 0.899 0.019 -2.173
H -0.322 -2.090 -2.433
H -2.713 -2.227 -1.815
H -3.849 -0.246 -0.886
H -2.630 1.868 -0.636
C 0.910 2.762 -2.277
C 0.595 2.439 -3.591
C 1.430 2.816 -4.627
C 2.589 3.527 -4.365
C 2.898 3.873 -3.061
C 2.060 3.499 -2.025
H 2.290 3.779 -1.009
H 3.793 4.440 -2.849
H 3.243 3.817 -5.174
H 1.174 2.554 -5.643
H -0.312 1.891 -3.806
H -0.768 3.201 -1.076
H 2.293 1.294 -0.565
H 1.150 0.344 0.412
H 3.213 0.814 1.702
H 3.019 2.557 1.406
H 2.416 0.184 3.864
H 0.836 0.810 4.385
H -1.041 0.191 3.181
H 0.122 -2.535 1.460
H -1.263 -3.736 -0.181
H -2.690 -3.225 0.762
H -0.484 -5.100 1.782
H -1.901 -5.879 -0.827
H -0.749 -6.783 0.192
```

Values from the calculation:
ΔE to the lowest compared entry with this formula, charge and spin (kJ/mol): 195.4
HOMO (hartree): -0.306
Orbital gap (eV): 9.0
SMILES string: COCCNC(=O)NC(=O)CN1CCN(C(c2ccccc2)c2ccccc2)CC1
Max |F| (eV Å⁻¹): 0.58
Multiplicity: 1

And the natural (NBO) charges, in e, turn out to be: C -0.250; H 0.196; O -0.530; C -0.063; H 0.194; C -0.251; N -0.631; C 0.796; O -0.640; N -0.663; C 0.679; O -0.624; C -0.299; N -0.434; C -0.217; C -0.260; N -0.455; C -0.242; C -0.221; H 0.195; H 0.201; H 0.204; H 0.174; C -0.105; C -0.057; C -0.209; C -0.198; C -0.217; C -0.232; C -0.162; H 0.211; H 0.210; H 0.213; H 0.220; H 0.210; C 0.057; C -0.230; C -0.213; C -0.207; C -0.213; C -0.232; H 0.227; H 0.211; H 0.210; H 0.212; H 0.219; H 0.214; H 0.218; H 0.181; H 0.212; H 0.196; H 0.224; H 0.206; H 0.418; H 0.437; H 0.193; H 0.235; H 0.155; H 0.162; H 0.164

---

# 7
ORCA calculation (ωB97M-V/def2-TZVPD) on 2 unconnected molecules or ions with the total composition C27H39ClNO10 at a distorted geometry.

Geometry as XYZ:
```
78
C27H39ClNO10 (ωB97M-V/def2-TZVPD)
C 4.214 -0.927 2.907
C 3.819 -2.165 2.580
C 2.844 -2.896 3.473
O 3.180 -3.969 3.887
O 1.594 -2.358 3.773
C 0.714 -2.830 2.737
C -0.755 -2.396 2.938
C -1.020 -1.434 4.132
C -2.431 -0.773 3.925
C -2.450 0.751 4.212
C -1.905 1.670 3.076
C -2.052 1.113 1.676
C -3.240 1.146 1.005
Cl -4.681 1.827 1.688
N -3.363 0.681 -0.236
C -2.342 0.139 -0.912
C -2.683 -0.326 -2.333
O -2.953 -1.717 -2.394
C -4.157 -2.025 -1.756
C -5.511 -1.604 -2.314
O -4.098 -2.648 -0.732
C -1.090 0.038 -0.347
C 0.087 -0.589 -1.078
C 0.485 0.090 -2.425
C 1.999 -0.206 -2.670
O 2.826 0.930 -2.392
C 3.558 1.204 -3.564
C 2.934 2.225 -4.510
O 4.584 0.635 -3.799
C -0.963 0.555 0.963
C 0.390 0.540 1.666
C 1.061 1.898 1.330
O 0.401 2.895 1.239
O 2.429 1.888 1.192
C 2.968 2.944 2.000
C 3.209 2.694 3.481
O 3.197 4.000 1.505
H 5.242 -0.581 2.788
H 3.462 -0.244 3.313
H 4.206 -2.609 1.660
H 0.756 -3.932 2.756
H 1.133 -2.544 1.752
H -1.319 -3.314 3.160
H -1.197 -2.016 2.004
H -1.070 -2.059 5.033
H -0.230 -0.694 4.310
H -2.876 -1.062 2.964
H -3.068 -1.226 4.701
H -1.789 0.909 5.079
H -3.453 1.030 4.555
H -2.505 2.593 3.106
H -0.872 1.991 3.212
H -4.269 0.761 -0.689
H -3.587 0.226 -2.655
H -1.903 -0.026 -3.034
H -6.188 -1.355 -1.488
H -5.976 -2.390 -2.920
H -5.432 -0.699 -2.937
H 0.974 -0.560 -0.438
H -0.123 -1.654 -1.262
H -0.030 -0.393 -3.266
H 0.268 1.165 -2.423
H 2.140 -0.561 -3.702
H 2.296 -1.050 -2.027
H 2.644 1.752 -5.463
H 3.613 3.069 -4.661
H 2.024 2.611 -4.027
H 0.263 0.539 2.752
H 1.019 -0.305 1.382
H 2.744 1.748 3.792
H 4.291 2.604 3.639
H 2.838 3.507 4.110
C 0.552 0.599 -8.367
O 1.436 1.169 -7.403
H -0.353 1.201 -8.399
H 1.018 0.600 -9.354
H 0.293 -0.425 -8.084
H 2.229 0.625 -7.391
```

Values from the calculation:
HOMO (hartree): -0.439
Total charge: +1
Orbital gap (eV): 7.8
Max |F| (eV Å⁻¹): 2.13
Multiplicity: 1

And the Mulliken charges, in e, turn out to be: C -0.389; C -0.243; C 0.545; O -0.506; O -0.314; C -0.852; C -0.690; C -0.573; C -1.117; C -0.905; C -1.424; C -0.605; C 1.088; Cl -0.149; N 0.178; C 0.528; C -1.267; O -0.360; C 0.804; C -0.961; O -0.482; C 0.951; C -0.849; C -0.602; C -0.983; O -0.230; C 0.481; C -0.518; O -0.504; C 1.360; C -1.103; C 0.370; O -0.523; O -0.163; C 0.685; C -0.794; O -0.457; H 0.307; H 0.015; H 0.390; H 0.506; H 0.281; H 0.643; H 0.038; H 0.703; H 0.311; H 0.490; H 0.576; H 0.389; H 0.408; H 0.785; H 0.044; H 0.438; H 0.407; H 0.288; H 0.314; H 0.329; H 0.340; H 0.220; H 0.563; H 0.378; H 0.577; H 0.486; H 0.416; H 0.003; H 0.358; H 0.236; H 0.122; H -0.494; H 0.134; H 0.301; H 0.315; C -0.565; O -0.487; H 0.218; H 0.267; H 0.243; H 0.280

---

What is the formula in the third record?
C25H20BrCl5F5N2O4TeV

---

What is the formula in the first record?
CHN3S

---

The highest max |F| belongs to which entry?
C7H9NO2

---

max |F| of number 2 (C8H7NO)?
3.60 eV Å⁻¹